This record from OMol25 describes C36H33BN6PtTe as an isolated structure. The level of theory is wB97M-V/def2-TZVPD.

Cartesian coordinates (Å):
Pt -0.038 0.210 0.095
C 2.484 4.673 1.554
C 1.582 3.941 0.618
C 0.802 4.437 -0.409
C 0.168 3.318 -0.977
N 0.547 2.238 -0.318
N 1.412 2.600 0.664
B 2.210 1.519 1.478
N 1.353 0.731 2.527
N 0.445 -0.198 2.134
C 0.000 -0.849 3.199
C 0.631 -0.314 4.337
C 1.481 0.669 3.871
C 2.411 1.548 4.636
C -1.024 -1.898 3.098
C -1.883 -2.129 4.169
C -2.886 -3.081 4.071
C -3.044 -3.810 2.902
C -2.183 -3.595 1.835
C -1.174 -2.652 1.935
N 2.796 0.495 0.465
N 1.954 -0.230 -0.285
C 2.652 -1.034 -1.076
C 4.018 -0.815 -0.821
C 4.066 0.158 0.161
C 5.248 0.782 0.822
C 1.995 -1.950 -2.016
C 2.764 -2.769 -2.842
C 2.164 -3.642 -3.733
C 0.780 -3.715 -3.817
C 0.002 -2.906 -3.001
C 0.604 -2.032 -2.111
C -0.787 3.238 -2.088
C -0.844 2.100 -2.891
C -1.770 2.015 -3.917
C -2.646 3.065 -4.156
C -2.583 4.206 -3.368
C -1.659 4.292 -2.340
H 2.369 5.745 1.405
H 3.530 4.413 1.387
H 2.247 4.445 2.593
H 0.739 5.462 -0.731
H 3.105 2.062 2.048
H 0.519 -0.631 5.360
H 2.264 1.392 5.703
H 2.233 2.601 4.417
H 3.453 1.331 4.398
H -1.785 -1.539 5.071
H -3.554 -3.245 4.907
H -3.838 -4.541 2.819
H -2.300 -4.160 0.919
H -0.491 -2.503 1.106
H 4.864 -1.295 -1.281
H 6.162 0.355 0.413
H 5.238 0.608 1.898
H 5.269 1.860 0.659
H 3.844 -2.724 -2.787
H 2.779 -4.270 -4.365
H 0.311 -4.399 -4.512
H -1.079 -2.953 -3.052
H -0.036 -1.412 -1.480
H -0.148 1.287 -2.717
H -1.805 1.127 -4.536
H -3.375 2.995 -4.952
H -3.264 5.028 -3.548
H -1.631 5.171 -1.708
Te -2.501 0.810 0.609
C -3.392 -0.769 -0.478
C -3.020 -1.035 -1.794
C -3.624 -2.063 -2.505
C -4.623 -2.826 -1.916
C -5.003 -2.561 -0.607
C -4.384 -1.548 0.111
H -2.255 -0.425 -2.269
H -3.325 -2.258 -3.528
H -5.102 -3.621 -2.474
H -5.776 -3.157 -0.135
H -4.660 -1.374 1.144

Output
2S+1: 1
E (hartree): -2132.46724
Total charge: 0
LUMO energy (spin up / spin down) (eV): -0.14 / -0.14
Energy above the lowest of the compared OMol25 structures with the same formula, charge and spin (eV): 0.036
Gap between HOMO and LUMO (spin up / spin down) (eV): 6.496 / 6.497

This record from OMol25 describes a 12-piece molecular cluster, C41H53N11O6S overall in a non-equilibrium geometry. The level of theory is wB97M-V/def2-TZVPD.

Cartesian coordinates (Å):
S 0.566 -0.199 -0.223
O -0.679 0.531 -0.351
O 1.585 0.718 0.371
O 0.429 -1.394 0.582
O 1.064 -0.493 -1.581
N 0.192 1.458 -3.694
C 0.140 2.808 -3.303
C 0.022 3.662 -4.600
C -0.205 2.778 -5.678
C -0.044 1.366 -4.944
H 0.382 0.692 -3.005
H 0.146 2.986 -2.151
H -0.013 4.777 -4.480
H -0.248 3.160 -6.673
H -0.050 0.260 -5.376
N -3.120 0.154 -1.512
C -3.638 1.345 -2.237
C -4.741 0.776 -3.053
C -4.897 -0.707 -2.789
C -3.742 -1.079 -1.851
H -2.253 0.362 -1.070
H -2.965 2.229 -2.436
H -5.408 1.249 -3.720
H -5.775 -1.355 -2.918
H -3.320 -1.980 -1.615
N -2.072 2.887 0.536
C -1.254 3.930 0.949
C -2.144 5.024 1.212
C -3.553 4.437 0.815
C -3.382 2.969 0.422
H -1.555 1.969 0.192
H -0.191 3.975 0.888
H -1.711 5.960 1.552
H -4.561 4.766 0.884
H -4.073 2.325 0.246
N 0.608 1.274 3.513
C 1.513 0.955 4.503
C 0.919 1.504 5.818
C -0.447 2.160 5.431
C -0.554 1.828 3.998
H 0.584 1.009 2.469
H 2.337 0.419 4.246
H 1.569 1.691 6.734
H -1.237 2.738 5.781
H -1.477 2.033 3.313
N 3.842 -0.638 0.765
C 5.135 -0.028 0.887
C 6.087 -1.231 0.500
C 5.322 -2.428 0.320
C 3.787 -2.018 0.492
H 3.076 0.014 0.716
H 5.224 1.070 1.115
H 7.229 -1.185 0.639
H 5.626 -3.389 0.045
H 2.733 -2.562 0.390
N -1.474 -3.683 0.458
C -2.804 -3.739 0.528
C -3.318 -5.123 0.086
C -2.053 -5.875 -0.245
C -0.942 -4.913 0.203
H -0.986 -2.966 0.956
H -3.286 -2.901 0.937
H -4.228 -5.604 0.007
H -1.577 -6.883 -0.466
H 0.078 -5.179 0.277
N 0.249 -2.853 3.216
C -0.080 -2.160 4.330
C 0.023 -3.067 5.510
C 0.119 -4.421 5.006
C 0.277 -4.310 3.523
H 0.370 -2.523 2.266
H -0.047 -1.089 4.469
H 0.053 -2.815 6.516
H -0.027 -5.313 5.738
H 0.442 -5.273 2.909
N -3.243 -0.369 1.725
C -2.977 -0.774 2.980
C -4.364 -1.092 3.607
C -5.358 -0.783 2.588
C -4.566 -0.219 1.446
H -2.481 -0.207 0.954
H -1.871 -0.967 3.187
H -4.615 -1.472 4.525
H -6.440 -1.122 2.553
H -5.053 0.250 0.529
N 2.789 2.942 0.717
C 2.780 4.036 -0.193
C 3.829 5.052 0.231
C 4.445 4.462 1.407
C 3.755 3.182 1.662
H 2.447 2.076 0.497
H 2.220 4.019 -0.892
H 4.115 6.041 -0.357
H 5.253 4.666 1.807
H 3.800 2.602 2.505
N 0.743 -2.034 -3.675
C -0.083 -3.038 -3.593
C -0.002 -3.735 -5.043
C 0.997 -2.882 -5.742
C 1.402 -1.732 -4.814
H 0.821 -1.438 -2.827
H -0.731 -3.275 -2.803
H -0.532 -4.654 -5.458
H 1.297 -2.896 -6.671
H 2.172 -0.871 -5.055
C 3.506 1.261 -2.840
N 4.617 1.311 -3.820
O 5.549 1.940 -3.292
O 4.445 1.134 -5.067
H 3.863 0.811 -1.910
H 2.820 0.650 -3.337
H 3.059 2.253 -2.820

Output
2S+1: 1
E (hartree): -3045.36366
Total charge: -2
LUMO energy (eV): 3.86
Energy above the lowest of the compared OMol25 structures with the same formula, charge and spin (eV): 1.365
Gap between HOMO and LUMO (eV): 7.103